4 unconnected molecules or ions with the total composition C25H20NO14, computed with ωB97M-V with the def2-TZVPD basis set.

The electronic energy comes out at -56399.868 eV. As for the charge: -1. The LUMO energy comes out at 0.0148 Eh. As for the largest force on an atom: 0.83 eV/A.

Atoms and positions in Å:
O: 2.860 -2.754 1.392
O: -2.091 -7.785 -6.209
O: 5.923 3.822 2.097
O: 3.370 6.505 -0.804
O: 0.424 -7.299 -6.518
O: -5.513 5.145 3.843
O: 0.335 -3.695 -3.517
O: -2.226 -4.215 -3.151
O: 2.310 -1.491 1.820
O: -3.140 6.106 4.169
O: -1.135 1.885 3.726
O: 1.855 4.509 -1.494
O: -3.535 0.908 3.339
O: 4.462 1.818 1.343
N: 1.361 -0.174 -0.008
C: 0.522 -5.456 -5.041
C: -1.995 -1.093 1.274
C: -3.155 4.897 3.993
C: -1.237 -2.819 -0.204
C: -3.505 2.105 3.532
C: -2.142 2.729 3.758
C: 3.062 3.026 -0.113
C: -2.206 -2.321 0.660
C: 2.828 4.242 -0.625
C: -0.192 -4.693 -4.191
C: -1.667 -4.943 -3.943
C: -4.516 4.271 3.786
C: -0.826 -0.388 1.041
C: -1.600 -6.774 -5.502
C: -4.677 2.960 3.569
C: 4.734 5.297 0.692
C: 4.971 4.085 1.213
C: -0.126 -6.538 -5.736
C: -0.060 -2.117 -0.433
C: 0.202 -0.876 0.201
C: -1.992 4.049 3.976
C: -2.320 -6.026 -4.659
C: 2.492 -0.494 0.794
C: 3.657 5.447 -0.265
C: 4.157 2.876 0.827
H: -3.374 -6.190 -4.485
H: 3.346 -0.819 0.168
H: -3.111 -2.890 0.837
H: 1.930 5.463 -1.686
H: -5.646 2.505 3.420
H: -1.332 -8.134 -6.720
H: 0.719 -2.466 -1.108
H: -1.486 0.993 3.525
H: 2.533 -2.823 0.481
H: -0.653 0.571 1.525
H: 2.469 2.143 -0.354
H: -0.360 -3.281 -2.962
H: -2.751 -0.688 1.940
H: -1.402 -3.776 -0.692
H: -5.086 6.011 4.006
H: -1.024 4.503 4.136
H: 5.313 6.171 0.955
H: 1.574 -5.290 -5.223
H: 2.828 0.405 1.325
H: 5.842 2.861 2.278

A molecular structure, C19H27N3O2, computed with ωB97M-V with the def2-TZVPD basis set.

The electronic energy comes out at -28688.801 eV. The LUMO energy comes out at 0.0039 Eh. As for the largest force on an atom: 18.06 eV/A.

Atoms and positions in Å:
O: -1.118 2.401 2.930
O: 0.205 -2.333 2.914
N: -4.957 2.731 -4.670
N: -0.011 -0.452 1.776
N: -0.498 -1.397 -1.176
C: -0.792 -0.240 -3.948
C: 3.031 -0.810 1.571
C: 3.088 0.605 2.532
C: -0.708 1.174 3.624
C: 0.455 0.146 2.884
C: -1.844 -1.262 -1.775
C: 4.109 1.435 2.393
C: -2.854 0.451 -3.354
C: -2.845 1.437 -4.421
C: 1.743 0.901 2.481
C: -0.011 -2.384 -0.563
C: -1.923 1.335 -5.345
C: -0.245 -1.897 2.045
C: -0.533 0.149 0.593
C: -4.063 2.166 -4.596
C: -0.826 0.663 -5.051
C: -1.923 -0.296 -3.071
C: -0.890 -2.607 0.864
C: -0.134 -0.126 -0.638
H: -2.151 1.904 -6.066
H: -0.133 2.834 2.874
H: -0.760 -3.730 0.902
H: -0.812 1.434 1.050
H: 5.229 0.908 2.371
H: 1.549 1.689 1.468
H: -1.862 -0.089 0.619
H: -0.184 -3.321 -1.168
H: -1.969 -2.244 -2.145
H: -1.945 -2.425 0.753
H: 2.382 -1.504 1.767
H: -1.477 0.471 3.677
H: 3.929 1.840 1.484
H: 3.122 0.033 3.552
H: -3.939 0.557 -2.566
H: 4.233 2.228 2.977
H: 0.937 -2.278 -0.290
H: 0.062 -1.135 -3.909
H: -0.191 1.212 4.760
H: -0.362 0.699 -1.381
H: 4.037 -1.199 1.503
H: 1.893 1.897 3.175
H: 2.931 -0.487 0.383
H: 0.868 -0.100 -0.401
H: 0.130 0.609 -5.899
H: 0.720 -0.437 3.511
H: -2.691 -1.154 -1.001

A molecular structure, C24H24Cl3NiO4Si, computed with ωB97M-V with the def2-TZVPD basis set.

The electronic energy comes out at -119959.493 eV. As for the charge: -1. The LUMO energy (spin up / spin down) comes out at 0.0924 / 0.0923 Eh. As for the largest force on an atom: 0.90 eV/A. As for the expectation value of S²: 2.005. The multiplicity is 3.

Atoms and positions in Å:
Ni: -0.501 0.100 -0.925
Cl: -1.702 -4.494 0.524
Cl: 1.448 -0.793 -1.797
Cl: 3.134 -5.928 -1.427
Si: -1.719 -0.516 -4.094
O: -0.943 -1.795 -0.430
O: -0.392 2.063 -0.478
O: -0.859 3.568 1.136
O: 0.489 0.337 1.093
C: -3.110 0.073 -5.217
C: 2.832 1.489 1.871
C: -2.018 -2.336 -3.764
C: 4.164 3.321 2.692
C: -0.929 0.086 3.436
C: -0.057 -2.698 -0.655
C: -0.583 1.369 3.011
C: -2.137 0.965 5.325
C: -1.632 0.452 -2.571
C: 0.734 -5.030 -0.505
C: -0.221 -4.058 -0.275
C: 1.757 3.489 2.617
C: 1.655 2.197 2.103
C: -1.693 -0.116 4.581
C: 1.923 -4.696 -1.137
C: -0.413 2.505 0.719
C: 2.157 -3.397 -1.538
C: -1.823 2.249 4.896
C: -1.060 2.450 3.754
C: 0.287 1.576 1.766
C: -0.137 -0.355 -5.091
C: 4.075 2.042 2.167
C: 2.996 4.042 2.910
C: 1.182 -2.451 -1.295
H: -0.875 3.458 3.408
H: -2.854 -2.464 -3.066
H: 0.862 4.085 2.746
H: 5.131 3.757 2.915
H: -3.140 -0.471 -6.172
H: 0.551 -6.049 -0.191
H: 0.877 -0.308 1.692
H: -2.735 0.811 6.216
H: 0.691 -0.880 -4.600
H: -2.582 0.422 -2.015
H: -0.256 -0.771 -6.099
H: -1.384 1.501 -2.755
H: 4.974 1.469 1.972
H: 3.046 5.052 3.301
H: -4.078 -0.055 -4.720
H: 3.080 -3.125 -2.033
H: -1.135 -2.797 -3.303
H: -1.949 -1.127 4.877
H: -2.988 1.140 -5.435
H: -2.250 -2.884 -4.685
H: -0.651 -0.786 2.860
H: 0.148 0.700 -5.190
H: -2.183 3.110 5.449
H: 2.798 0.504 1.429

A molecular structure, C29H33BrN4O2RuSSiTe, computed with ωB97M-V with the def2-TZVPD basis set.

The electronic energy comes out at -139297.020 eV. As for the charge: -1. The LUMO energy (spin up / spin down) comes out at 0.0508 / 0.0506 Eh. As for the largest force on an atom: 0.18 eV/A. As for the expectation value of S²: 0.759. The multiplicity is 2.

Atoms and positions in Å:
Te: 1.564 0.558 -2.323
Ru: -3.072 0.131 -0.276
Br: -2.601 4.145 3.014
S: -5.035 1.052 -0.926
Si: -3.456 -0.075 4.732
O: -1.719 1.467 -0.512
O: -2.382 3.527 0.054
N: -2.875 -0.262 -2.293
N: -5.526 1.646 -3.466
N: -1.543 -1.283 -0.300
N: -3.684 0.339 -3.224
C: -0.255 2.832 3.799
C: 1.136 1.406 2.459
C: 0.277 1.587 1.388
C: -0.852 2.396 1.497
C: 0.129 -2.681 0.633
C: -0.149 -2.566 -1.739
C: 5.474 -0.212 -4.204
C: 3.875 -0.661 -0.271
C: -3.294 0.272 1.717
C: 4.151 0.157 -3.981
C: -1.097 3.028 2.714
C: -1.749 2.537 0.300
C: 0.863 2.022 3.671
C: -1.528 -1.305 -4.077
C: 5.715 -0.859 -1.935
C: 0.496 -3.097 -0.639
C: 3.352 0.696 -5.134
C: -1.170 -1.646 -1.543
C: -1.769 -0.670 5.298
C: -3.869 1.527 5.603
C: 7.716 -1.092 -3.457
C: -0.898 -1.768 0.764
C: -3.433 0.138 2.925
C: -1.911 -1.028 -2.665
C: 6.279 -0.724 -3.195
C: -4.670 0.975 -2.663
C: 3.584 0.016 -2.700
C: -4.742 -1.367 5.187
C: 4.395 -0.499 -1.673
H: -5.733 -1.058 4.849
H: 8.342 -0.202 -3.566
H: 1.519 1.880 4.521
H: -3.868 1.398 6.689
H: 4.622 -1.140 0.367
H: 8.125 -1.684 -2.637
H: 3.976 0.797 -6.024
H: -0.480 3.320 4.738
H: -4.780 -1.515 6.270
H: 6.321 -1.256 -1.124
H: 1.307 -3.800 -0.775
H: 0.156 -2.819 -2.742
H: -4.851 1.893 5.299
H: -1.465 -1.557 4.739
H: 0.637 -3.045 1.515
H: -1.624 -2.369 -4.302
H: 2.015 0.786 2.337
H: 7.817 -1.673 -4.376
H: 2.954 -1.247 -0.258
H: 0.497 1.117 0.435
H: -1.022 0.106 5.120
H: 2.509 0.040 -5.362
H: -4.513 -2.326 4.718
H: -0.485 -0.999 -4.202
H: 3.612 0.310 0.156
H: -1.236 -1.395 1.723
H: 5.888 -0.094 -5.202
H: 2.914 1.664 -4.884
H: -6.365 2.032 -3.078
H: -2.162 -0.735 -4.749
H: -1.768 -0.918 6.363
H: -5.443 1.527 -4.460
H: -3.142 2.300 5.346

2 unconnected molecules or ions with the total composition CH5S2, computed with ωB97M-V with the def2-TZVPD basis set.

The electronic energy comes out at -22789.321 eV. As for the charge: -1. The LUMO energy comes out at 0.1359 Eh. As for the largest force on an atom: 3.35 eV/A.

Atoms and positions in Å:
S: 0.064 0.050 -1.563
S: 0.522 0.753 2.069
C: -0.987 -1.329 -1.231
H: -1.693 -1.427 -2.042
H: 0.354 0.195 -0.217
H: -1.561 -1.155 -0.249
H: -0.099 -0.205 2.703
H: -0.457 -2.294 -0.905

A molecular structure, C4H9N3O, computed with ωB97M-V with the def2-TZVPD basis set.

The electronic energy comes out at -10808.661 eV. The LUMO energy comes out at 0.0196 Eh. As for the largest force on an atom: 0.54 eV/A.

Atoms and positions in Å:
O: 2.351 0.527 -0.133
N: -0.873 -1.052 -0.957
N: -1.965 0.711 0.098
N: 0.870 -1.132 1.374
C: 1.135 0.814 -0.106
C: -0.931 -0.118 0.073
C: 0.229 0.102 0.988
C: 0.149 -0.145 -1.591
H: -0.310 0.475 -2.355
H: -2.671 0.638 -0.619
H: 0.751 -1.344 2.355
H: -1.984 1.501 0.723
H: 1.035 -0.682 -1.905
H: -0.393 -1.878 -0.601
H: 0.770 1.835 -0.315
H: 1.864 -1.025 1.155
H: -0.027 0.774 1.815

A molecular structure, C44H51CaN5O8P2Se2, computed with ωB97M-V with the def2-TZVPD basis set.

The electronic energy comes out at -238001.098 eV. The LUMO energy comes out at 0.0127 Eh. As for the largest force on an atom: 0.73 eV/A.

Atoms and positions in Å:
Se: 4.500 -5.523 -3.708
Se: -0.065 -3.199 0.161
Ca: 0.364 -0.216 -0.234
P: 3.682 -3.758 -4.518
P: 1.096 -3.996 -1.449
O: -3.233 6.231 2.755
O: -2.072 -0.249 -0.451
O: -0.609 -0.209 1.891
O: 2.041 -0.266 1.521
O: -0.366 2.799 3.113
O: -0.361 1.218 -1.848
O: -2.026 3.638 -1.007
O: 1.795 1.691 -0.403
N: 1.729 -1.435 -1.942
N: 2.391 -0.610 -2.741
N: -1.815 4.486 2.871
N: -1.203 3.105 1.020
N: 3.100 -1.295 -3.608
C: 1.224 2.784 -1.143
C: -4.869 3.744 0.928
C: -2.722 5.112 0.695
C: 0.056 -4.793 -2.696
C: 0.595 -5.743 -3.562
C: 2.008 -2.702 -2.302
C: 1.953 -6.555 -0.766
C: -2.635 5.338 2.189
C: 1.533 -0.824 2.736
C: -0.192 -6.275 -4.572
C: 0.394 -3.460 -6.935
C: -2.594 0.570 -1.513
C: -0.652 6.577 0.287
C: 4.370 -5.632 0.256
C: -1.508 -5.860 -4.724
C: 2.145 2.081 0.933
C: 0.500 2.235 -2.355
C: 2.858 -7.446 -0.210
C: 2.534 -5.197 -6.595
C: 2.849 0.919 1.588
C: 4.064 -6.986 0.298
C: -2.132 6.356 -0.001
C: -1.516 0.802 -2.552
C: 0.168 -0.258 3.094
C: 2.269 -5.204 -0.826
C: 4.938 -2.737 -5.332
C: 1.344 -3.201 -5.958
C: 5.892 -1.708 -7.285
C: -1.950 3.879 0.203
C: 3.476 -4.741 -0.310
C: -1.972 -0.607 1.952
C: -2.047 -4.921 -3.857
C: -4.201 4.966 0.310
C: 6.016 -2.286 -4.574
C: 2.415 -4.074 -5.783
C: -1.084 3.418 2.327
C: 1.592 -5.442 -7.583
C: 2.896 -2.611 -3.376
C: 7.019 -1.544 -5.169
C: 0.519 -4.578 -7.749
C: -1.269 -4.390 -2.839
C: 4.878 -2.448 -6.688
C: -2.707 0.045 0.797
C: 6.959 -1.255 -6.528
H: 0.226 0.758 3.486
H: -0.222 -4.775 -8.513
H: 1.691 -6.314 -8.217
H: 2.621 -8.501 -0.175
H: 1.244 2.358 1.488
H: 1.452 -1.895 2.542
H: -0.093 3.038 -2.797
H: 0.500 3.287 -0.503
H: -2.116 -6.276 -5.517
H: 5.315 -5.275 0.643
H: -4.715 5.874 0.630
H: -2.040 -1.700 1.928
H: -0.466 6.720 1.354
H: -1.860 1.576 -3.241
H: -4.393 2.821 0.586
H: -0.053 5.727 -0.049
H: -2.689 1.127 0.946
H: 3.720 -3.686 -0.367
H: 4.771 -7.686 0.725
H: -1.696 4.644 3.861
H: 1.623 -6.068 -3.449
H: 6.067 -2.520 -3.517
H: -0.310 -0.918 3.823
H: 1.011 -6.915 -1.162
H: 3.780 0.693 1.064
H: 1.188 1.800 -3.084
H: 1.253 -2.323 -5.331
H: -2.289 6.223 -1.072
H: -5.922 3.694 0.651
H: 7.852 -1.191 -4.575
H: -0.444 -2.787 -7.062
H: 0.228 -7.011 -5.244
H: -2.440 -0.238 2.870
H: 4.043 -2.790 -7.284
H: -4.817 3.770 2.019
H: -4.248 4.911 -0.778
H: -3.076 -4.605 -3.968
H: 2.820 2.944 0.905
H: -3.462 0.079 -1.961
H: 2.237 -0.661 3.555
H: -2.712 7.220 0.327
H: 7.747 -0.677 -6.994
H: -2.875 1.542 -1.107
H: -3.742 -0.314 0.791
H: -1.681 -3.666 -2.147
H: 5.842 -1.485 -8.343
H: -0.287 7.464 -0.231
H: 2.015 3.475 -1.449
H: 3.074 1.168 2.628
H: 3.359 -5.881 -6.431
H: -1.285 -0.107 -3.121

A molecular structure, C28H28N6O3Pd, computed with ωB97M-V with the def2-TZVPD basis set.

The electronic energy comes out at -48055.118 eV. As for the charge: -2. The LUMO energy (spin up / spin down) comes out at 0.1703 / 0.1703 Eh. As for the largest force on an atom: 1.34 eV/A.

Atoms and positions in Å:
Pd: 0.389 0.434 0.161
O: 2.366 1.023 2.133
O: -0.194 -3.859 1.503
O: -0.913 0.348 -4.118
N: 1.849 2.919 3.296
N: 0.430 2.075 1.638
N: -0.408 -1.349 -1.020
N: -1.313 3.264 0.731
N: -0.301 1.130 -2.048
N: 0.192 -1.591 1.582
C: 0.098 5.262 -2.308
C: -1.290 -2.226 -3.050
C: 1.728 -1.927 3.440
C: 2.658 2.576 4.433
C: -1.276 3.297 -2.589
C: 2.055 -1.648 4.752
C: -0.684 0.205 -2.898
C: 0.269 4.365 2.257
C: 1.228 -0.874 5.552
C: -0.971 -3.655 -1.175
C: 2.627 -2.729 2.551
C: 1.180 4.458 -1.978
C: -0.792 -1.174 -2.282
C: -2.598 2.649 -2.869
C: 1.060 3.083 -1.933
C: -0.495 -2.553 -0.464
C: -1.123 4.671 -2.599
C: 1.222 4.139 3.214
C: -0.298 -0.616 3.707
C: -1.548 -0.057 3.096
C: -0.183 3.250 1.528
C: 0.062 -0.351 5.013
C: -0.181 2.472 -2.249
C: 1.569 1.924 2.323
C: 2.189 2.204 -1.496
C: -0.112 -2.720 0.992
C: -1.377 -3.488 -2.486
C: 0.530 -1.423 2.895
H: 2.105 -3.629 2.224
H: -0.578 0.278 5.628
H: 3.071 3.482 4.878
H: -3.384 3.393 -3.006
H: 2.994 2.785 -1.045
H: 2.982 -2.038 5.165
H: 1.783 1.459 -0.747
H: -1.762 -4.325 -3.058
H: 2.133 4.918 -1.736
H: 2.863 -2.138 1.665
H: 3.452 1.910 4.102
H: 0.200 6.341 -2.327
H: -1.596 -2.024 -4.066
H: 1.555 4.895 3.913
H: -1.915 0.810 3.644
H: -1.413 4.080 0.143
H: 2.062 2.046 5.183
H: -1.982 5.295 -2.824
H: -2.870 1.994 -2.038
H: -1.018 -4.609 -0.666
H: -0.188 5.336 2.148
H: 3.550 -3.008 3.060
H: -2.335 -0.814 3.068
H: -1.317 0.227 2.057
H: 1.492 -0.674 6.586
H: 2.589 1.625 -2.332
H: -2.521 2.027 -3.762
H: -1.329 2.395 0.187

C3H4ClFOS in the gas phase, computed with ωB97M-V with the def2-TZVPD basis set.

The SMILES is O[C@H]1[C@@H](S)[C@]1(F)Cl. The electronic energy comes out at -31295.595 eV. The LUMO energy comes out at 0.0132 Eh. As for the largest force on an atom: 5.23 eV/A.

Atoms and positions in Å:
Cl: -2.282 -0.382 -0.322
S: 2.056 -0.931 0.009
F: -0.552 0.051 1.702
O: 0.914 2.026 -0.114
C: 0.516 -0.562 -0.676
C: 0.084 0.945 -0.664
C: -0.672 0.044 0.301
H: 0.085 -1.041 -1.472
H: -0.459 1.340 -1.486
H: 1.674 1.645 0.669
H: 2.689 0.231 -0.560

2 unconnected molecules or ions with the total composition C2H3ClFI, computed with ωB97M-V with the def2-TZVPD basis set.

The SMILES is C=C(F)Cl.I. The electronic energy comes out at -25461.793 eV. The LUMO energy comes out at 0.0073 Eh. As for the largest force on an atom: 4.03 eV/A.

Atoms and positions in Å:
I: 0.073 -1.466 2.815
Cl: 1.880 1.260 -0.190
F: 0.698 -0.976 -0.694
C: -0.596 0.849 -0.949
C: 0.503 0.312 -0.599
H: -0.355 -2.297 1.359
H: -1.556 0.407 -1.012
H: -0.647 1.911 -0.730

C2BrClF4N2 in the gas phase, computed with ωB97M-V with the def2-TZVPD basis set.

The SMILES is FC(F)(F)/N=N/[C@](F)(Cl)Br. The electronic energy comes out at -98486.527 eV. The LUMO energy comes out at -0.0735 Eh. As for the largest force on an atom: 4.46 eV/A.

Atoms and positions in Å:
Br: -2.735 -0.845 0.334
Cl: -2.391 2.161 0.359
F: 2.372 -1.666 -0.095
F: 1.376 -0.522 1.556
F: 2.510 0.509 0.071
F: -1.627 0.634 -1.648
N: 0.564 -0.363 -0.621
N: -0.283 0.127 0.144
C: -1.511 0.480 -0.321
C: 1.725 -0.513 0.222